Formula: C40H49F27NO16PbS
Source: the Open Molecules 2025 dataset
Level of theory: the ωB97M-V functional and the def2-TZVPD basis

Each line ends with the Mulliken charge.
Geometry (Å):
1 H 1.302 -0.558 6.457  0.447
2 H 5.259 -1.691 1.685  0.549
3 C -1.614 5.884 0.438  0.799
4 F -0.810 7.937 4.588  -0.327
5 H -1.051 -1.436 -6.134  0.575
6 H -1.266 3.347 -7.050  0.339
7 C 5.142 -0.981 0.870  0.070
8 O 5.166 2.100 3.018  -0.651
9 C 3.091 -4.149 -3.210  0.490
10 O 1.944 -0.794 -2.544  0.769
11 H -1.713 0.844 1.383  0.055
12 O -3.691 -2.828 -0.425  -0.022
13 C 1.751 2.392 3.112  0.064
14 F -0.564 -2.390 4.022  -0.279
15 H 0.100 5.526 -0.679  0.367
16 F -5.131 -2.541 -2.650  -0.203
17 H 1.918 -4.275 6.090  0.237
18 O 1.076 -2.148 -4.839  -0.891
19 H -2.213 -3.722 -2.883  0.436
20 H 0.124 3.757 -4.499  0.428
21 H -2.412 1.749 2.673  0.546
22 S 0.812 -0.582 -1.633  0.179
23 C 0.467 6.080 3.993  0.512
24 C 1.365 0.902 -0.557  -0.733
25 F -0.298 3.926 0.371  0.226
26 C 0.595 -1.713 3.861  0.525
27 F -2.953 -1.645 1.295  -0.214
28 F -4.910 -5.012 -1.553  -0.203
29 C 4.038 2.492 2.897  0.477
30 H -3.483 0.663 1.775  0.474
31 C 1.134 -4.025 6.812  0.172
32 H 1.426 2.913 4.015  0.398
33 F 0.703 8.202 3.016  -0.288
34 H -5.066 -1.207 -0.256  0.186
35 C -2.642 1.332 1.692  -1.340
36 C 1.968 -6.128 -3.183  -0.722
37 O 6.130 -0.100 -1.044  -0.456
38 H 0.895 1.798 2.803  -0.171
39 F 1.580 -3.530 2.660  -0.299
40 O 0.607 -1.649 -0.680  -0.119
41 H 4.428 -0.239 1.231  -0.446
42 N -4.844 -0.130 -1.180  -0.544
43 F -0.040 -4.235 6.202  -0.228
44 C 0.154 1.720 -5.091  0.221
45 H -0.555 2.573 -3.277  -0.614
46 O -0.405 1.615 -6.301  -0.383
47 Pb 3.239 -0.887 -4.635  1.683
48 C 1.316 -2.215 2.593  1.163
49 H 4.973 -2.657 -0.521  0.475
50 C -0.480 2.868 -4.320  0.656
51 H 3.379 -4.646 -1.141  0.566
52 O 4.732 -0.729 -2.614  -0.446
53 C -1.838 2.977 -5.019  -0.622
54 H -1.098 -2.563 -0.317  -0.674
55 H -1.382 -0.347 -4.779  -0.844
56 H 1.400 4.186 1.849  -0.676
57 C -2.351 -2.298 -4.546  -0.956
58 C 4.562 -1.649 -0.385  0.981
59 C -2.928 2.416 0.685  0.883
60 C -3.166 1.892 -0.741  0.771
61 C -2.957 -2.824 0.727  0.318
62 C -1.542 2.489 -6.437  -0.613
63 H 0.521 -4.847 -2.243  -0.380
64 H -2.221 3.995 -5.030  0.517
65 O 1.082 1.030 -4.753  -0.445
66 H 1.198 -6.049 -1.176  0.586
67 H 1.152 -6.550 -3.766  0.413
68 H -0.138 -1.513 6.215  0.409
69 C 2.567 -4.297 -1.784  0.731
70 H 2.588 -6.981 -2.903  0.335
71 C -5.042 -2.344 -0.266  -1.057
72 F 1.242 6.255 5.087  -0.330
73 C -1.555 -3.297 0.354  1.471
74 H 2.236 -3.338 -1.394  -0.985
75 H 0.716 -1.990 1.710  -0.685
76 C -5.797 -2.808 -1.508  1.045
77 H 6.635 0.623 0.859  0.365
78 O 2.778 -5.206 -3.909  -0.405
79 H -2.561 2.326 -4.526  0.158
80 F 0.917 0.737 0.683  0.357
81 F -0.422 5.075 4.179  -0.238
82 C 1.451 -5.340 -1.961  -0.054
83 O 3.684 -3.198 -3.694  -0.725
84 F 0.698 -2.289 8.387  -0.327
85 F 2.476 -1.549 2.375  -0.136
86 H -5.581 -2.641 0.634  0.512
87 F 2.705 -2.473 7.527  -0.295
88 F -6.983 -2.154 -1.537  -0.355
89 O -0.738 6.350 1.425  -0.327
90 H -2.147 -1.974 -2.464  -0.322
91 O -0.430 -2.762 -3.342  -0.140
92 H 1.183 5.730 3.239  -0.097
93 C -0.776 4.929 -0.400  -0.228
94 F -1.537 -4.505 -0.249  -0.291
95 O 3.008 1.738 3.348  -0.296
96 H -2.225 3.246 0.660  -1.155
97 C 1.388 -2.555 7.247  0.932
98 H -2.139 6.576 2.969  0.328
99 H -1.784 8.022 2.147  0.442
100 H -3.326 -1.830 -4.413  0.476
101 C -4.127 0.768 -0.951  -0.195
102 O -0.398 -0.105 -2.275  -0.743
103 H 7.307 -0.947 0.312  0.304
104 F -2.669 5.280 0.997  -0.237
105 C -0.051 -2.052 -4.398  0.678
106 C 2.113 3.371 1.949  1.500
107 F -0.765 -3.332 1.451  -0.087
108 F -2.003 6.978 -0.244  -0.335
109 F 0.880 2.002 -1.114  -0.217
110 H -2.257 1.488 -1.207  -0.690
111 C 3.514 3.782 2.355  -0.548
112 C -0.229 7.354 3.508  1.058
113 H 3.549 4.520 3.158  0.305
114 C 6.417 -0.317 0.360  -0.666
115 C -1.234 -1.387 -5.063  0.325
116 F 2.694 0.997 -0.520  -0.287
117 O 1.417 -2.023 4.934  -0.294
118 F -3.511 -3.677 1.628  -0.344
119 F -1.391 4.424 -1.482  -0.245
120 H -3.823 2.912 1.079  0.464
121 H 2.072 2.846 1.000  -0.676
122 H 4.061 4.124 1.479  0.358
123 C 0.952 -1.558 6.194  -0.911
124 F 1.284 -4.827 7.894  -0.282
125 H 3.479 -1.724 -0.393  -0.944
126 C -6.083 -4.337 -1.484  -0.018
127 H -2.464 -3.136 -5.236  0.347
128 H -6.685 -4.641 -2.345  0.337
129 C -1.845 -2.743 -3.177  0.385
130 H -3.413 2.699 -1.434  0.644
131 F -6.717 -4.675 -0.344  -0.282
132 H -2.365 1.926 -6.868  0.357
133 F 0.258 -0.425 3.796  -0.118
134 C -1.310 7.098 2.486  -0.970
135 C 5.143 -0.860 -1.468  0.149

- E: -165976.25800 eV
- Net charge: +1
- F_max: 5.86 eV/A
- Frontier orbital gap: 7.81 eV
- Relative energy (zero: lowest compared OMol25 entry of this formula, charge and spin): 0.00 kcal/mol
- Spin multiplicity: 1

=====

Formula: C40H49FHfN3OP2Si
Source: the Open Molecules 2025 dataset
Level of theory: the ωB97M-V functional and the def2-TZVPD basis

Each line ends with the Mulliken charge.
Geometry (Å):
1 C -2.559 -2.230 -1.260  -0.188
2 C -0.527 0.564 3.093  0.361
3 O 1.116 0.304 -1.164  0.172
4 H -2.237 3.447 2.422  0.473
5 C -2.996 1.577 -0.695  1.366
6 C -5.698 0.885 -0.371  -0.880
7 C -0.814 1.836 2.565  0.303
8 C -0.118 -0.514 -3.440  -0.946
9 C 1.851 0.220 -2.245  -0.006
10 H -6.742 0.630 -0.253  0.527
11 H -0.123 4.407 -3.289  0.433
12 H -0.005 -3.714 2.133  0.835
13 C -4.737 0.197 0.364  -1.181
14 C -0.690 3.507 -3.041  -0.888
15 H -0.125 -4.155 -1.795  0.418
16 H -0.227 -1.292 -2.687  0.205
17 C 0.893 3.192 -0.471  -0.779
18 H 1.939 -2.339 2.606  0.548
19 H 4.484 -2.810 -0.603  0.593
20 H 3.584 -1.025 -3.698  0.415
21 H -3.444 0.056 4.735  0.505
22 C -2.708 0.547 4.112  -0.821
23 C 0.879 -3.840 -1.541  -0.691
24 H 4.865 -0.806 -2.509  0.491
25 H -3.939 2.274 3.777  0.504
26 H 4.580 0.456 -3.717  0.358
27 H 2.581 -1.728 0.509  0.143
28 H 4.097 -4.520 -2.348  0.460
29 N -1.603 1.794 -0.739  0.832
30 C -1.735 4.775 -0.405  -1.185
31 H 1.169 2.561 0.398  -0.025
32 C 4.323 1.955 3.790  -0.768
33 H -0.008 2.416 2.099  0.838
34 C 3.473 -3.084 -0.879  -1.031
35 C -1.811 -2.899 -0.290  0.618
36 H -6.073 2.408 -1.826  0.483
37 C 0.962 -1.930 2.870  -1.456
38 H -3.711 3.009 -2.134  0.499
39 H 0.961 1.023 -5.210  0.495
40 C 2.397 -2.490 -0.241  -0.153
41 H -1.645 -4.707 0.884  0.417
42 H 3.138 1.546 -0.419  -0.022
43 C -3.982 2.235 -1.426  -0.471
44 H -0.160 2.650 -3.465  0.005
45 C -3.446 0.592 0.158  -0.011
46 H -1.134 -2.426 2.523  0.460
47 H 1.791 -5.174 -2.946  0.498
48 H 5.165 2.089 5.755  0.435
49 C -4.095 -4.070 -1.356  -0.842
50 C 4.099 -0.290 -3.087  -1.330
51 C 1.770 0.509 -4.691  -1.305
52 C 3.787 0.829 -0.909  -0.742
53 H 2.574 1.219 -4.526  0.417
54 H 1.697 -0.378 5.424  0.350
55 H 1.617 2.969 -1.254  0.396
56 H -1.294 -1.046 4.305  0.519
57 C -0.155 -2.634 2.088  -1.082
58 H 5.057 2.612 3.346  0.461
59 H -4.986 -0.601 1.050  0.598
60 H -4.982 -4.530 -1.770  0.457
61 P 1.075 -0.125 2.564  1.273
62 F -2.378 -0.060 0.841  0.561
63 H -1.656 3.588 -3.543  0.384
64 H 2.119 -0.311 -5.317  0.389
65 H -0.867 0.268 -3.290  0.157
66 H -3.670 -5.720 -0.051  0.482
67 H -1.330 5.707 -0.807  0.461
68 P -0.304 -2.137 0.326  1.259
69 C -3.697 -2.814 -1.794  -1.005
70 C 1.091 -2.876 -0.557  0.698
71 H -2.809 4.783 -0.588  0.415
72 C -1.492 -0.076 3.867  -0.912
73 H 0.842 -2.112 3.940  0.761
74 Si -0.875 3.345 -1.205  0.201
75 H 4.713 1.334 -1.178  0.591
76 H 4.019 0.011 -0.225  0.323
77 Hf -0.274 0.606 0.231  -0.124
78 H -0.276 -0.971 -4.414  0.649
79 C -5.316 1.888 -1.255  -1.010
80 C 1.962 -4.419 -2.191  -0.955
81 C -2.037 2.457 2.808  -1.068
82 C 3.319 1.401 3.010  -0.068
83 N 1.240 0.027 -3.409  0.129
84 H -2.265 -1.242 -1.604  0.257
85 C 4.382 1.661 5.145  -0.535
86 C -2.987 1.801 3.576  -0.885
87 H 3.490 0.596 6.784  0.450
88 C 3.440 0.818 5.727  -0.828
89 C -3.358 -4.741 -0.388  -0.758
90 C 2.374 0.555 3.590  0.500
91 C 2.433 0.266 4.955  -0.569
92 N 3.168 0.325 -2.132  0.186
93 C 3.256 -4.049 -1.857  -0.811
94 H -4.274 -2.291 -2.545  0.520
95 H -1.576 4.794 0.675  0.347
96 C -2.216 -4.162 0.144  -0.444
97 H 3.275 1.623 1.950  0.185
98 H 1.122 4.193 -0.090  0.709

- E: -79253.80038 eV
- Net charge: +3
- F_max: 0.11 eV/A
- Frontier orbital gap: 6.87 eV
- Relative energy (zero: lowest compared OMol25 entry of this formula, charge and spin): 0.00 kcal/mol
- Spin multiplicity: 1

=====

- Which formula does entry 2 have?
  C40H49FHfN3OP2Si

=====

- Look up the spin multiplicity of the second one.
  1